No. 1
Here is a molecular structure, C9H11InNO5 from OMol25. Energies are from the ωB97M-V functional and the def2-TZVPD basis.

```
27
C9H11InNO5 the ωB97M-V functional and the def2-TZVPD basis
In -1.25 -0.24 -0.20
O -0.08 -3.15 -1.88
C -0.46 -2.21 -1.34
C -0.98 1.74 1.11
O -0.90 2.69 1.72
C -1.15 -1.49 1.82
O -1.15 -2.09 2.80
C -0.60 1.01 -2.10
O -0.33 1.62 -3.03
C -5.85 -0.79 -1.25
H -5.66 -0.77 -2.33
H -5.87 -1.77 -0.76
C -6.01 0.35 -0.54
H -6.17 0.33 0.54
H -5.95 1.33 -1.03
C 3.83 -1.03 0.32
N 3.42 0.35 0.53
C 4.37 1.41 0.87
C 2.12 0.59 0.41
O 1.37 -0.38 0.14
H 4.91 -1.07 0.46
H 3.56 -1.37 -0.68
H 3.33 -1.70 1.03
H 4.29 2.20 0.09
H 4.06 1.86 1.83
H 5.37 0.97 0.91
H 1.78 1.62 0.55
```

Calculated values
Net charge   +3
Frontier orbital gap (alpha / beta)   3.9 / 3.9 eV


No. 2
Here is a molecular structure, C27H55InNO4 from OMol25. Energies are from the ωB97M-V functional and the def2-TZVPD basis.

```
88
C27H55InNO4 the ωB97M-V functional and the def2-TZVPD basis
C -2.76 -2.21 4.73
C -3.88 -1.90 3.74
O -4.87 -1.00 4.22
C -4.37 0.23 4.70
C -3.51 1.04 3.72
O -2.17 1.06 4.11
In -0.74 1.53 2.66
C 1.18 0.81 3.49
C 1.05 -0.57 4.13
C -1.16 0.64 0.68
C -1.90 -0.70 0.61
C -1.78 -1.45 -0.73
C -0.34 -1.66 -1.21
C 0.12 -0.62 -2.21
N 1.57 -0.74 -2.46
C -0.56 3.76 2.34
C 0.76 3.96 1.70
C 1.89 4.15 2.52
C 3.16 4.29 2.01
C 3.37 4.25 0.64
C 2.27 4.06 -0.18
C 0.99 3.92 0.31
C -0.12 3.69 -0.68
H -2.50 -3.26 4.67
H -1.86 -1.63 4.53
H -3.08 -2.00 5.75
H -4.43 -2.81 3.50
H -3.47 -1.52 2.80
H -3.75 0.08 5.60
H -5.25 0.80 5.00
H -3.93 2.06 3.68
H -3.65 0.61 2.72
H 1.50 1.54 4.24
H 1.91 0.80 2.68
H 0.38 -0.54 4.99
H 0.64 -1.31 3.43
H 2.01 -0.98 4.49
H -1.69 1.38 0.07
H -0.17 0.54 0.24
H -2.97 -0.51 0.77
H -1.58 -1.36 1.41
H -2.27 -2.42 -0.61
H -2.33 -0.89 -1.49
H 0.34 -1.66 -0.35
H -0.27 -2.63 -1.71
H -0.41 -0.77 -3.16
H -0.13 0.39 -1.88
H 1.89 0.09 -2.95
H 2.04 -0.73 -1.57
H -0.59 4.28 3.30
H -1.37 4.12 1.71
H 1.74 4.17 3.59
H 4.00 4.43 2.68
H 4.36 4.35 0.23
H 2.41 4.02 -1.26
H 0.00 2.73 -1.18
H -1.10 3.73 -0.22
H -0.09 4.46 -1.46
C 1.35 1.79 -6.46
C 0.38 1.21 -5.46
O 0.12 2.05 -4.35
C -0.46 3.31 -4.64
C -1.82 3.22 -5.32
H 2.28 2.09 -5.97
H 1.59 1.04 -7.22
H 0.95 2.67 -6.98
H 0.79 0.30 -5.02
H -0.56 0.92 -5.95
H 0.23 3.92 -5.25
H -0.56 3.80 -3.68
H -1.76 2.79 -6.32
H -2.25 4.22 -5.41
H -2.49 2.60 -4.73
C 3.38 -5.04 -2.30
C 2.54 -4.31 -1.26
O 1.37 -5.02 -0.87
C 1.58 -6.27 -0.26
C 2.37 -6.19 1.04
H 2.77 -5.30 -3.16
H 4.19 -4.39 -2.63
H 3.82 -5.96 -1.91
H 2.17 -3.37 -1.68
H 3.15 -4.06 -0.39
H 2.06 -6.97 -0.95
H 0.58 -6.65 -0.05
H 3.40 -5.89 0.88
H 2.39 -7.18 1.52
H 1.91 -5.48 1.73
```

Calculated values
Net charge   -1
Frontier orbital gap   6.7 eV


No. 3
Here is 2 unconnected molecules or ions with the total composition C13H13NO2 from OMol25. Energies are from the ωB97M-V functional and the def2-TZVPD basis.

```
29
C13H13NO2 the ωB97M-V functional and the def2-TZVPD basis
C -2.61 1.68 0.02
O -1.36 1.47 -0.68
C -0.25 1.40 -0.03
C 0.99 1.28 -0.75
C 2.18 1.55 -0.05
C 3.40 1.45 -0.69
C 3.45 1.10 -2.05
C 2.25 0.89 -2.78
C 1.02 0.99 -2.14
H -3.38 1.21 -0.60
H -2.60 1.24 1.02
H -2.77 2.76 0.07
H -0.21 1.56 1.05
H 2.09 1.86 0.99
H 4.33 1.65 -0.14
H 4.41 0.99 -2.56
H 2.30 0.64 -3.84
H 0.07 0.91 -2.68
N -1.11 -0.90 0.60
C -0.81 -0.88 1.94
O -0.59 0.21 2.53
C -0.79 -2.16 2.65
C -1.18 -3.30 2.01
C -1.62 -3.23 0.67
C -1.60 -1.98 0.04
H -0.48 -2.09 3.70
H -1.14 -4.26 2.54
H -1.97 -4.12 0.12
H -2.01 -1.90 -0.97
```

Calculated values
Relative energy (zero: lowest compared OMol25 entry of this formula, charge and spin)   236.30 kJ/mol
Frontier orbital gap   5.4 eV


No. 4
Here is C7H12 in the gas phase from OMol25. Energies are from the ωB97M-V functional and the def2-TZVPD basis.

```
19
C7H12 the ωB97M-V functional and the def2-TZVPD basis
C -0.05 -0.22 2.26
C 0.74 0.49 1.16
C 1.21 -0.03 -0.22
C 0.62 -0.61 -1.49
C -0.87 -0.81 -1.27
C -1.20 0.47 -0.46
C 0.18 1.08 -0.11
H 0.64 -0.86 2.83
H -0.49 0.49 2.97
H -0.84 -0.87 1.88
H 1.61 0.98 1.59
H 2.25 0.27 -0.37
H 0.63 0.43 -2.13
H 1.19 -1.39 -2.01
H -1.38 -0.83 -2.23
H -1.14 -1.74 -0.73
H -1.82 0.27 0.42
H -1.74 1.19 -1.07
H 0.45 1.71 -1.03
```

Calculated values
Relative energy (zero: lowest compared OMol25 entry of this formula, charge and spin)   310.04 kJ/mol
Frontier orbital gap   9.6 eV


No. 5
Here is a molecular structure, C8H15NOPSn from OMol25. Energies are from the ωB97M-V functional and the def2-TZVPD basis.

```
27
C8H15NOPSn the ωB97M-V functional and the def2-TZVPD basis
C -1.25 -2.53 0.09
C -1.25 -3.68 -0.70
C -1.07 -3.55 -2.13
C -1.37 -2.22 -2.63
C -1.31 -1.18 -1.74
Sn 0.63 -1.71 -0.83
P 1.01 -1.72 2.27
H -1.44 -2.51 1.18
H -1.41 -4.70 -0.28
H -1.02 -4.44 -2.80
H -1.56 -0.12 -1.95
H -1.66 -2.13 -3.70
H 2.24 -1.07 2.72
H 0.85 -2.63 3.39
H 0.08 -0.67 2.66
C 1.82 3.02 -0.43
N 0.64 2.74 0.40
C 0.03 3.85 1.11
C 0.14 1.51 0.46
O 0.76 0.54 -0.06
H 2.01 4.09 -0.33
H 1.61 2.80 -1.49
H 2.69 2.46 -0.09
H -1.01 4.01 0.78
H 0.04 3.67 2.20
H 0.63 4.74 0.89
H -0.83 1.42 0.99
```

Calculated values
Net charge   -1
Frontier orbital gap (alpha / beta)   2.9 / 2.9 eV


No. 6
Here is C6H13NO in the gas phase from OMol25. Energies are from the ωB97M-V functional and the def2-TZVPD basis.

```
21
C6H13NO the ωB97M-V functional and the def2-TZVPD basis
C -1.14 -0.82 0.06
C -0.63 1.64 -0.28
C -2.63 -0.36 -0.04
C 1.47 -0.98 -1.24
C 1.53 -0.67 1.27
C 1.15 -0.08 -0.07
N -0.33 0.21 -0.22
O -0.92 -1.93 0.45
H 0.17 2.31 -0.10
H -1.47 1.88 0.47
H -1.06 1.82 -1.26
H -3.11 -0.89 -0.87
H -2.72 0.74 -0.19
H -3.23 -0.68 0.93
H 2.40 -1.36 -1.20
H 0.60 -1.70 -1.27
H 1.31 -0.46 -2.21
H 2.59 -0.68 1.37
H 1.28 -1.75 1.25
H 1.05 0.03 2.21
H 1.58 0.95 -0.08
```

Calculated values
Relative energy (zero: lowest compared OMol25 entry of this formula, charge and spin)   200.21 kJ/mol
Frontier orbital gap   10.1 eV


No. 7
Here is 9 unconnected molecules or ions with the total composition C36H47BINO29 from OMol25. Energies are from the ωB97M-V functional and the def2-TZVPD basis.

```
115
C36H47BINO29 the ωB97M-V functional and the def2-TZVPD basis
C -1.11 -2.21 2.78
N -2.35 -2.51 2.04
C -1.99 -3.41 0.93
B -3.02 -1.29 1.59
O -4.32 -0.98 2.00
C -2.22 -0.25 0.67
C -2.26 -0.16 -0.66
I -3.57 -1.41 -1.79
C -1.39 0.87 -1.39
O -1.63 1.26 -2.50
C -0.18 1.35 -0.63
C -0.13 1.29 0.71
C 0.98 1.78 1.63
C 2.40 1.74 1.03
C 2.69 0.31 0.53
C 4.19 0.03 0.49
O 4.94 0.34 1.36
O 4.63 -0.61 -0.62
C -1.33 0.71 1.42
O -1.56 0.97 2.58
H -0.66 -3.14 3.15
H -0.38 -1.75 2.08
H -1.28 -1.48 3.56
H -1.74 -4.39 1.37
H -1.07 -3.06 0.42
H -2.80 -3.55 0.21
H -4.28 -0.40 2.76
H 0.66 1.76 -1.18
H 0.71 2.79 1.93
H 0.96 1.14 2.52
H 3.09 1.97 1.84
H 2.45 2.48 0.23
H 2.17 -0.46 1.12
H 2.33 0.23 -0.50
H 3.89 -0.71 -1.22
C -7.38 -1.66 4.24
C -6.80 -2.68 3.28
O -6.61 -3.82 4.13
C -7.46 -3.71 5.17
O -7.67 -4.57 5.97
O -8.05 -2.48 5.20
H -8.08 -0.98 3.76
H -6.61 -1.08 4.75
H -7.49 -2.94 2.48
H -5.86 -2.35 2.84
C 1.08 2.43 6.04
C -0.22 1.97 6.65
O -0.65 0.97 5.72
C 0.44 0.51 5.07
O 0.45 -0.44 4.35
O 1.53 1.27 5.34
H 1.81 2.74 6.79
H 0.94 3.25 5.32
H -0.08 1.51 7.63
H -0.95 2.76 6.73
C 0.41 0.19 -5.48
C -0.92 -0.24 -4.90
O -1.38 -1.18 -5.89
C -0.30 -1.66 -6.55
O -0.33 -2.57 -7.32
O 0.81 -0.96 -6.23
H 1.14 0.43 -4.71
H 0.31 1.04 -6.15
H -0.81 -0.76 -3.94
H -1.62 0.57 -4.78
C 3.13 4.10 -2.66
C 3.60 5.53 -2.55
O 2.45 6.19 -2.00
C 1.71 5.27 -1.35
O 0.79 5.52 -0.64
O 2.17 4.02 -1.60
H 3.93 3.38 -2.51
H 2.63 3.89 -3.60
H 4.43 5.65 -1.86
H 3.86 5.96 -3.52
C -3.61 -5.18 -5.05
C -4.44 -6.35 -4.58
O -5.09 -5.82 -3.42
C -5.13 -4.47 -3.54
O -5.74 -3.75 -2.84
O -4.37 -4.06 -4.59
H -3.49 -5.15 -6.13
H -2.62 -5.15 -4.58
H -5.20 -6.65 -5.30
H -3.84 -7.22 -4.32
C 2.34 5.84 8.80
C 1.31 6.85 9.23
O 0.08 6.24 8.83
C 0.29 4.90 8.76
O -0.57 4.09 8.61
O 1.61 4.61 8.87
H 3.21 5.81 9.45
H 2.67 5.99 7.77
H 1.29 7.00 10.31
H 1.43 7.82 8.75
C 5.38 0.62 -7.09
C 4.50 -0.51 -6.60
O 3.87 0.06 -5.45
C 3.88 1.40 -5.60
O 3.28 2.15 -4.90
O 4.66 1.77 -6.64
H 5.50 0.63 -8.17
H 6.36 0.61 -6.62
H 3.73 -0.79 -7.32
H 5.07 -1.40 -6.33
C 3.63 -3.27 -4.00
C 2.74 -4.38 -3.51
O 2.09 -3.78 -2.39
C 2.11 -2.44 -2.57
O 1.50 -1.66 -1.91
O 2.92 -2.10 -3.60
H 3.77 -3.28 -5.08
H 4.61 -3.27 -3.51
H 1.98 -4.67 -4.25
H 3.29 -5.27 -3.21
```

Calculated values
Frontier orbital gap   7.5 eV


No. 8
Here is C12H24N2O3 in the gas phase from OMol25. Energies are from the ωB97M-V functional and the def2-TZVPD basis.

```
41
C12H24N2O3 the ωB97M-V functional and the def2-TZVPD basis
C -1.26 -1.14 0.39
C -0.58 -0.97 -0.97
C -2.46 -0.22 0.62
C -2.12 1.23 1.00
C -3.43 -0.27 -0.60
C -4.80 0.40 -0.30
C 1.15 0.78 -0.28
C 1.04 2.31 -0.57
C 2.61 0.29 -0.22
C 3.27 0.78 1.06
C 2.69 -1.23 -0.43
C 4.16 -1.72 -0.45
H 0.25 -1.95 1.53
H -0.80 -0.98 2.41
H -1.71 -2.17 0.25
H -2.99 -0.69 1.54
H -1.71 1.77 0.15
H -1.34 1.20 1.79
H -3.02 1.71 1.34
H -3.00 0.36 -1.39
H -3.48 -1.31 -1.04
H -5.26 0.03 0.61
H -4.74 1.49 -0.08
H -5.56 0.23 -1.15
H 0.60 0.06 -2.17
H 0.69 0.66 0.67
H 3.19 0.64 -1.07
H 2.84 0.28 1.94
H 3.09 1.85 1.24
H 4.36 0.54 1.04
H 2.10 -1.73 0.35
H 2.30 -1.60 -1.34
H 4.69 -1.61 0.54
H 4.73 -1.12 -1.21
H 4.20 -2.84 -0.66
H -0.56 1.88 -1.41
N -0.37 -1.16 1.50
N 0.30 0.08 -1.20
O -0.90 -1.65 -1.92
O 1.80 3.15 -0.14
O 0.02 2.65 -1.36
```

Calculated values
Relative energy (zero: lowest compared OMol25 entry of this formula, charge and spin)   115.86 kJ/mol
Frontier orbital gap   10.2 eV


No. 9
Here is 4 unconnected molecules or ions with the total composition C16H36N2O9S3Si from OMol25. Energies are from the ωB97M-V functional and the def2-TZVPD basis.

```
67
C16H36N2O9S3Si the ωB97M-V functional and the def2-TZVPD basis
C 3.33 -0.70 -2.29
Si 1.91 -0.36 -3.47
C 2.19 1.23 -4.45
C 1.68 -1.81 -4.64
C 0.37 -0.14 -2.34
C 0.67 0.85 -1.31
N 0.98 1.74 -0.64
C -0.95 0.20 -3.10
C -1.55 -1.05 -3.57
N -1.95 -2.07 -3.91
H 3.49 0.13 -1.61
H 4.25 -0.98 -2.81
H 3.03 -1.57 -1.69
H 2.90 1.05 -5.26
H 2.53 2.05 -3.82
H 1.25 1.53 -4.92
H 0.97 -2.53 -4.23
H 1.38 -1.51 -5.64
H 2.61 -2.36 -4.75
H 0.23 -1.12 -1.87
H -0.75 0.86 -3.94
H -1.63 0.69 -2.40
O 3.63 5.84 3.34
S 3.46 4.51 3.83
O 4.00 3.40 3.11
O 1.91 4.26 4.10
C 0.98 4.54 3.03
C 0.97 3.46 1.96
C 3.99 4.42 5.50
H 1.19 5.52 2.60
H 0.00 4.60 3.50
H 1.91 3.43 1.41
H 0.17 3.64 1.25
H 0.83 2.48 2.41
H 3.55 5.24 6.06
H 5.07 4.50 5.50
H 3.69 3.46 5.92
O 1.53 -5.29 -2.89
S 1.31 -6.57 -2.29
O 1.71 -7.76 -2.97
O -0.23 -6.68 -1.90
C -1.21 -6.40 -2.92
C -1.37 -7.53 -3.91
C 1.96 -6.59 -0.66
H -0.95 -5.46 -3.42
H -2.14 -6.23 -2.38
H -0.47 -7.67 -4.51
H -2.21 -7.33 -4.58
H -1.55 -8.47 -3.38
H 1.62 -5.70 -0.13
H 3.04 -6.58 -0.74
H 1.62 -7.49 -0.16
O -3.03 4.56 3.56
S -3.23 3.21 4.00
O -2.72 2.11 3.25
O -4.79 2.99 4.26
C -5.70 3.32 3.20
C -5.72 2.27 2.11
C -2.70 3.06 5.67
H -5.46 4.31 2.80
H -6.68 3.39 3.68
H -4.78 2.24 1.57
H -6.52 2.49 1.39
H -5.89 1.28 2.53
H -3.12 3.88 6.25
H -1.61 3.12 5.67
H -3.02 2.10 6.06
```

Calculated values
Frontier orbital gap   11.0 eV


Number 1: energy -969.30649 Ha. Number 2: energy -1607.57067 Ha. Number 3: energy -708.32327 Ha. Number 4: energy -273.79047 Ha. Number 5: energy -999.23042 Ha. Number 6: energy -366.35765 Ha. Number 7: energy -3959.38785 Ha. Number 8: energy -806.88678 Ha. Number 9: energy -2901.95235 Ha.